a) # C14H16O

2 unconnected molecules or ions with the total composition C14H16O (wB97M-V/def2-TZVPD, OMol25).

```
31
Properties=species:S:1:pos:R:3:lowdin_charge:R:1
C 3.16705 -2.18837 0.07454 -0.07
C 2.63102 -1.06877 0.74006 -0.30
C 1.96751 -1.09893 1.93569 -0.03
C 1.59831 0.06840 2.54038 -0.01
C 1.87124 1.30909 1.90885 -0.34
O 1.24052 2.26875 2.63982 0.02
C 2.43995 1.36987 0.66451 -0.07
C 2.86720 0.21073 0.09838 -0.03
H 2.86389 -2.25897 -0.92449 0.08
H 2.85183 -3.08955 0.54146 0.08
H 4.18735 -2.13355 0.18244 0.07
H 1.61489 -2.02528 2.32219 0.11
H 1.38560 0.19072 3.49408 0.07
H 1.05548 3.09538 2.10355 0.14
H 2.62844 2.39089 0.26012 0.13
H 3.49521 0.17787 -0.82089 0.13
C -3.47734 0.78964 -3.14045 -0.04
C -2.64770 0.46310 -1.87365 -0.26
C -1.53660 1.16898 -1.30530 0.01
C -1.14219 0.67931 0.00336 -0.06
C -1.82127 -0.30339 0.66272 -0.15
C -2.84269 -1.03050 0.17651 -0.06
C -3.14306 -0.61627 -1.14019 -0.09
H -2.91851 0.91028 -4.00285 0.03
H -4.23793 1.59933 -2.98870 0.09
H -4.08641 -0.26202 -3.19782 0.11
H -1.06134 1.82480 -1.90288 0.06
H -0.11484 0.97942 0.24950 0.08
H -1.51270 -0.47349 1.70264 0.11
H -3.44218 -1.78735 0.69352 0.11
H -3.88072 -1.16015 -1.69710 0.08
```

Calculated values
- 2S+1 = 1
- SMILES string = Cc1ccc(O)cc1.Cc1ccccc1
- HOMO (eV) = -8.1
- molecular weight (g mol⁻¹) = 200.3

=====

b) # C14H16O

2 unconnected molecules or ions with the total composition C14H16O (wB97M-V/def2-TZVPD, OMol25).

```
31
Properties=species:S:1:pos:R:3:lowdin_charge:R:1
C 3.36737 -0.28894 -0.32996 -0.05
C 2.01965 -0.50637 -0.98534 -0.29
C 1.20410 -1.53439 -0.51566 -0.04
C 0.04650 -1.86078 -1.20086 -0.02
C -0.28582 -1.12514 -2.33178 -0.34
O -1.42966 -1.52114 -2.98335 0.04
C 0.44034 -0.01352 -2.72433 -0.03
C 1.59845 0.31142 -2.02292 -0.06
H 4.04466 -1.05169 -0.70168 0.08
H 3.29678 -0.43535 0.74981 0.08
H 3.66754 0.70775 -0.49431 0.06
H 1.47807 -2.02373 0.41056 0.12
H -0.60352 -2.67850 -0.91856 0.12
H -1.44297 -1.21717 -3.88957 0.10
H 0.02854 0.56723 -3.53508 0.11
H 2.28646 1.01543 -2.45448 0.11
C -0.28617 2.33903 0.08080 -0.05
C -0.85036 1.50130 1.18660 -0.26
C -0.33954 1.72022 2.47911 -0.06
C -0.70204 0.94742 3.56531 -0.10
C -1.57744 -0.12207 3.39580 -0.09
C -2.04015 -0.36521 2.11459 -0.09
C -1.58496 0.34266 1.00454 -0.05
H -0.75272 3.32763 0.09726 0.08
H -0.60277 2.01218 -0.91242 0.07
H 0.77989 2.45078 0.08003 0.07
H 0.43029 2.47328 2.61096 0.11
H -0.16461 1.13628 4.48419 0.10
H -1.83113 -0.81659 4.18473 0.10
H -2.74369 -1.15603 1.87559 0.10
H -1.85551 -0.01097 0.02067 0.10
```

Calculated values
- 2S+1 = 1
- SMILES string = Cc1ccc(O)cc1.Cc1ccccc1
- HOMO (eV) = -8.4
- molecular weight (g mol⁻¹) = 200.3

=====

Of them, a) has the lowest stability.

=====

a) # CH5NO2

A molecular structure, CH5NO2 (wB97M-V/def2-TZVPD, OMol25).

```
9
Properties=species:S:1:pos:R:3:lowdin_charge:R:1
O -0.31280 -0.71371 0.24206 -0.06
C 0.56080 -0.03026 0.95220 -0.50
O 0.39931 0.91657 1.64978 0.06
H 1.56687 -0.42665 0.78459 0.12
N -0.52427 -0.09204 -2.00416 0.12
H -1.43257 -0.47058 -1.96589 0.07
H -0.20419 -0.38447 -0.80396 -0.04
H 0.02209 -0.45356 -2.82344 0.12
H -0.33911 0.93828 -2.01010 0.12
```

Calculated values
- 2S+1 = 1
- HOMO (eV) = -9.6
- molecular weight (g mol⁻¹) = 63.1

=====

b) # CH5NO2

CH5NO2 in the gas phase (wB97M-V/def2-TZVPD, OMol25).

```
9
Properties=species:S:1:pos:R:3:lowdin_charge:R:1
N 0.67677 -0.77846 -0.86965 0.01
O -0.62932 -0.24319 -0.77240 -0.22
C -0.69173 0.49839 0.56706 -0.23
O 0.56223 0.89591 1.01228 -0.06
H 0.53584 -1.52822 -1.44496 0.04
H 1.03875 -0.17205 -1.62300 0.10
H -1.10955 -0.19081 1.35073 0.13
H -1.19383 1.42334 0.23996 0.12
H 0.81083 0.09509 1.53999 0.11
```

Calculated values
- 2S+1 = 1
- SMILES string = NOCO
- HOMO (eV) = -9.7
- molecular weight (g mol⁻¹) = 63.1

=====

Of them, b) has the lowest stability.

=====

a) # C7H16N4

2 unconnected molecules or ions with the total composition C7H16N4 (wB97M-V/def2-TZVPD, OMol25).

```
27
Properties=species:S:1:pos:R:3:lowdin_charge:R:1
C -1.32923 2.55997 1.70953 0.12
C -1.81041 1.81365 0.80070 -0.06
C 0.80634 0.52407 -1.20596 -0.09
C 0.31410 -1.54781 0.05086 -0.46
C -2.48722 0.83414 0.22755 -0.06
C -1.70851 -2.70495 0.62500 -0.04
C 2.98187 1.76328 -1.13947 0.01
N 1.09554 -2.57712 0.27345 0.21
N -0.94846 -1.49621 0.20780 -0.01
N 1.63920 1.43684 -1.69920 0.04
N 1.06801 -0.34790 -0.24911 0.15
H -1.66103 3.63847 1.72537 0.15
H -0.31757 2.46533 2.29342 0.16
H -0.12646 0.35165 -1.87345 0.20
H -2.73294 1.08067 -0.79916 0.13
H -3.36369 0.42552 0.87788 0.18
H -1.27066 -3.25532 1.41338 0.06
H -2.73105 -2.27943 0.79513 0.10
H -1.65027 -3.49702 -0.24258 0.14
H 3.67480 0.94546 -1.41717 0.12
H 2.82326 1.77842 -0.09693 0.07
H 3.21352 2.77740 -1.49931 0.12
H 0.51660 -3.27816 0.76299 0.12
H 2.13608 -2.61121 0.36065 0.17
H -1.82954 -0.14552 0.01703 0.11
H 1.27825 2.16773 -2.29619 0.16
H 1.81134 -0.18332 0.46509 0.19
```

Calculated values
- 2S+1 = 1
- HOMO (eV) = -16.9
- molecular weight (g mol⁻¹) = 156.2
- net charge = +2

=====

b) # C7H16N4

A gas-phase ion, C7H16N4 (charge +2) (wB97M-V/def2-TZVPD, OMol25).

```
27
Properties=species:S:1:pos:R:3:lowdin_charge:R:1
C -4.17469 -0.25541 -0.05826 0.04
C -2.79856 0.29271 -0.11293 -0.22
N -2.40032 1.49976 -0.41986 0.29
N -1.83274 -0.69017 0.26338 0.15
C -0.50346 -0.56044 0.24045 -0.14
N -0.00301 1.01463 -0.06705 0.08
C 1.36232 1.23852 -0.15488 -0.26
N 2.30730 0.27325 0.37352 -0.13
C 3.71644 0.58955 -0.09826 0.10
C 1.91046 -1.10317 -0.08722 -0.06
C 0.43857 -1.52249 0.34627 -0.11
H -4.63404 -0.53006 -0.91548 0.07
H -4.81030 0.47878 0.42211 0.12
H -4.27255 -1.20109 0.55502 0.13
H -3.07804 2.17981 -0.63936 0.15
H -1.35765 1.56302 -0.31007 0.04
H -2.18140 -1.64894 0.66048 0.23
H 1.57860 1.42743 -1.21272 0.16
H 1.55011 2.18907 0.33254 0.16
H 2.27299 0.29555 1.40328 0.21
H 3.80867 1.56590 0.38436 0.13
H 4.18903 -0.15802 0.41730 0.09
H 3.69052 0.67430 -1.11191 0.09
H 2.64887 -1.94952 0.14195 0.18
H 1.90261 -1.14166 -1.17474 0.14
H 0.43828 -2.03616 1.25990 0.12
H 0.23200 -2.48517 -0.43780 0.24
```

Calculated values
- 2S+1 = 1
- SMILES string = C/C(N)=[NH+]/C1=NC[N@H+](C)CC1
- HOMO (eV) = -16.7
- molecular weight (g mol⁻¹) = 156.2
- net charge = +2

=====

Of them, a) has the lowest stability.